1:
2 unconnected molecules or ions with the total composition CHCl2NO. Source: OMol25; level of theory: ωB97M-V with the def2-TZVPD basis set.

ORCA input file:
```
! RIJCOSX wB97M-V def2-TZVPD def2/J DEFGRID3
* xyz 0 1
C -0.562 -0.209 0.824
N -0.642 0.057 -0.369
O 1.389 0.367 -1.013
Cl -2.007 -0.454 1.728
Cl 1.476 0.554 -2.579
H 0.347 -0.315 1.409
*
```

Calculated values
**Highest occupied orbital energy (alpha / beta)**: -0.3621 / -0.3621 hartree

natural (NBO) atomic charge list, values in e, 4 entries:
1 C -0.040
2 N -0.076
3 O -0.524
4 Cl 0.054



2:
A single CHCl2NO molecule. Source: OMol25; level of theory: ωB97M-V with the def2-TZVPD basis set.

ORCA input file:
```
! RIJCOSX wB97M-V def2-TZVPD def2/J DEFGRID3
* xyz 0 1
Cl -2.010 0.712 -0.427
C -0.626 -0.134 0.041
O 0.182 0.327 1.003
N 0.867 0.495 -0.259
Cl 2.359 -0.238 -0.378
H -0.772 -1.162 0.022
*
```

Calculated values
**Structure (SMILES)**: Cl[C@@H]1ON1Cl
**Highest occupied orbital energy**: -0.3593 hartree

natural (NBO) atomic charge list, values in e, 4 entries:
1 Cl 0.055
2 C 0.177
3 O -0.358
4 N -0.216



Which is most stable? The ranking, best first, is 2, 1.



1:
A single C20H24N4O4 molecule. Source: OMol25; level of theory: ωB97M-V with the def2-TZVPD basis set.

ORCA input file:
```
! RIJCOSX wB97M-V def2-TZVPD def2/J DEFGRID3
* xyz 0 1
C -6.041 -0.477 -1.077
C -5.194 -1.002 0.075
C -3.703 -0.808 -0.185
C -2.863 -1.341 0.975
N -1.444 -1.111 0.767
C -0.623 -2.166 0.518
O -1.051 -3.281 0.271
C 0.834 -1.914 0.515
C 1.791 -2.714 -0.039
C 3.042 -2.088 0.225
C 4.375 -2.367 -0.077
C 5.337 -1.482 0.355
C 5.003 -0.334 1.078
C 3.694 -0.034 1.393
C 2.724 -0.925 0.958
O 1.388 -0.826 1.127
C -0.978 0.222 0.889
C -0.464 0.867 -0.214
N -0.434 0.236 -1.417
N 0.072 2.126 -0.104
C 0.676 2.850 -1.216
C 2.179 2.593 -1.354
C 2.534 1.225 -1.923
C 0.133 2.783 1.122
O 0.649 3.871 1.239
N -0.451 2.132 2.166
C -1.019 0.854 2.177
O -1.488 0.405 3.201
H -7.098 -0.624 -0.871
H -5.797 -0.998 -2.000
H -5.867 0.587 -1.227
H -5.467 -0.483 0.996
H -5.396 -2.065 0.220
H -3.496 0.258 -0.324
H -3.426 -1.334 -1.102
H -3.153 -0.855 1.910
H -2.999 -2.420 1.072
H 1.611 -3.628 -0.566
H 4.636 -3.254 -0.634
H 6.377 -1.675 0.134
H 5.789 0.333 1.397
H 3.426 0.848 1.952
H -0.215 0.739 -2.257
H -0.988 -0.599 -1.500
H 0.146 2.626 -2.143
H 0.531 3.910 -0.987
H 2.589 3.369 -2.002
H 2.634 2.712 -0.370
H 2.142 1.110 -2.932
H 2.146 0.424 -1.301
H 3.615 1.114 -1.968
H -0.419 2.613 3.058
*
```

Calculated values
**Structure (SMILES)**: CCCCN(C(=O)c1cc2ccccc2o1)c1c(N)n(CCC)c(=O)[nH]c1=O
**Highest occupied orbital energy**: -0.3079 hartree

natural (NBO) atomic charge list, values in e, 4 entries:
1 C -0.598
2 C -0.391
3 C -0.403
4 C -0.219



2:
A single C20H24N4O4 molecule. Source: OMol25; level of theory: ωB97M-V with the def2-TZVPD basis set.

ORCA input file:
```
! RIJCOSX wB97M-V def2-TZVPD def2/J DEFGRID3
* xyz 0 1
C -0.912 1.380 2.515
C -0.815 0.063 1.746
N -1.492 0.184 0.458
C -1.120 1.063 -0.507
O -0.160 1.794 -0.429
N -1.963 1.010 -1.615
C -1.883 1.731 -2.792
C -0.889 2.685 -3.035
C -0.870 3.369 -4.229
C -1.838 3.114 -5.196
N -1.816 3.827 -6.436
O -2.683 3.576 -7.251
O -0.932 4.644 -6.606
C -2.833 2.167 -4.966
C -2.852 1.484 -3.773
C 0.665 -0.354 1.551
C 1.421 -0.490 2.856
C 2.778 -0.184 2.859
C 3.544 -0.345 3.998
C 2.964 -0.822 5.162
C 1.617 -1.134 5.173
C 0.852 -0.972 4.029
N 0.886 -1.584 0.804
C 0.206 -2.774 1.264
C 0.913 -3.990 0.659
O 0.928 -3.931 -0.748
C 1.562 -2.752 -1.187
C 0.848 -1.514 -0.640
H -0.446 1.284 3.491
H -1.954 1.663 2.647
H -0.403 2.163 1.960
H -1.349 -0.722 2.288
H -2.330 -0.359 0.331
H -2.732 0.356 -1.579
H -0.145 2.876 -2.281
H -0.110 4.108 -4.432
H -3.573 1.985 -5.729
H -3.621 0.747 -3.590
H 1.140 0.443 0.970
H 3.234 0.186 1.953
H 4.595 -0.098 3.980
H 3.558 -0.948 6.055
H 1.155 -1.507 6.075
H -0.199 -1.219 4.072
H 0.265 -2.831 2.351
H -0.856 -2.794 0.953
H 0.393 -4.914 0.921
H 1.943 -4.026 1.042
H 1.528 -2.772 -2.278
H 2.609 -2.743 -0.850
H 1.355 -0.609 -0.977
H -0.184 -1.513 -1.035
*
```

Calculated values
**Structure (SMILES)**: C[C@@H](NC(=O)Nc1ccc([N+](=O)[O-])cc1)[C@@H](c1ccccc1)N1CCOCC1
**Highest occupied orbital energy**: -0.3117 hartree

natural (NBO) atomic charge list, values in e, 4 entries:
1 C -0.630
2 C -0.040
3 N -0.635
4 C 0.803



Which is most stable? The ranking, best first, is 1, 2.



1:
2 unconnected molecules or ions with the total composition C6H12O. Source: OMol25; level of theory: ωB97M-V with the def2-TZVPD basis set.

ORCA input file:
```
! RIJCOSX wB97M-V def2-TZVPD def2/J DEFGRID3
* xyz 1 2
C -1.240 -1.388 -0.825
C -1.038 -2.642 -1.237
C -0.146 -0.799 0.107
C -0.300 0.581 0.506
C 0.074 1.602 -0.337
C -0.149 3.043 -0.049
H -2.103 -0.771 -1.040
H -1.731 -3.329 -1.709
H -0.122 -3.191 -1.015
H 0.721 -0.926 -0.567
H -0.069 -1.455 0.973
H -0.850 0.822 1.408
H 0.662 1.484 -1.240
H -1.110 3.362 -0.500
H 0.587 3.628 -0.589
H -0.352 3.228 1.005
H 1.610 -1.357 1.760
H 3.024 -0.599 1.889
O 2.533 -1.292 1.459
*
```

Calculated values
**Highest occupied orbital energy (alpha / beta)**: -0.5202 / -0.5126 hartree

natural (NBO) atomic charge list, values in e, 4 entries:
1 C -0.172
2 C -0.307
3 C -0.537
4 C 0.073



2:
2 unconnected molecules or ions with the total composition C6H12O. Source: OMol25; level of theory: ωB97M-V with the def2-TZVPD basis set.

ORCA input file:
```
! RIJCOSX wB97M-V def2-TZVPD def2/J DEFGRID3
* xyz 1 2
C -0.541 1.845 -1.108
C 0.473 0.630 -0.914
C -0.049 -0.504 0.037
C 0.735 -1.119 0.971
C -1.355 -2.275 -1.122
C -1.161 -1.052 -0.649
H -0.277 2.882 -0.459
H -1.350 1.545 -0.549
H -0.810 2.046 -2.115
H 1.375 1.105 -0.456
H 0.812 0.237 -1.892
H 0.666 -2.188 1.269
H 1.503 -0.727 1.664
H -2.150 -2.768 -1.670
H -0.872 -3.093 -0.771
H -1.942 -0.352 -1.171
H 1.316 0.999 2.312
H 1.655 1.708 3.650
O 1.973 1.081 2.974
*
```

Calculated values
**Highest occupied orbital energy (alpha / beta)**: -0.5555 / -0.5555 hartree

natural (NBO) atomic charge list, values in e, 4 entries:
1 C -0.594
2 C -0.471
3 C 0.114
4 C -0.093



Which is most stable? The ranking, best first, is 1, 2.



1:
3 unconnected molecules or ions with the total composition C4H13NO2. Source: OMol25; level of theory: ωB97M-V with the def2-TZVPD basis set.

ORCA input file:
```
! RIJCOSX wB97M-V def2-TZVPD def2/J DEFGRID3
* xyz -1 2
C -0.983 1.993 -0.335
N -0.175 -0.038 1.730
C 0.702 0.544 0.933
C 0.342 1.519 0.061
C 2.185 0.280 0.755
H -1.076 2.547 -1.283
H -1.621 1.053 -0.461
H -1.539 2.390 0.515
H -1.096 0.074 1.389
H 0.004 -1.043 2.063
H 1.151 2.030 -0.371
H 2.551 -0.838 0.396
H 2.687 0.404 1.694
H 2.944 0.664 -0.077
H 0.135 -2.417 -1.702
H -0.335 -3.519 -0.690
O -0.681 -3.034 -1.551
H -1.281 -0.191 -1.043
H -1.870 -1.633 -1.152
O -2.047 -0.785 -0.871
*
```

Calculated values
**Highest occupied orbital energy (alpha / beta)**: 0.0196 / -0.1587 hartree

natural (NBO) atomic charge list, values in e, 4 entries:
1 C -0.677
2 N -0.819
3 C 0.142
4 C -0.355



2:
3 unconnected molecules or ions with the total composition C4H13NO2. Source: OMol25; level of theory: ωB97M-V with the def2-TZVPD basis set.

ORCA input file:
```
! RIJCOSX wB97M-V def2-TZVPD def2/J DEFGRID3
* xyz -1 2
N 0.541 1.313 -0.494
C -0.609 2.141 0.066
C -1.558 2.177 -1.222
C -1.598 0.653 -1.584
C -0.068 0.390 -1.448
H 0.901 0.842 0.388
H -1.108 1.497 0.806
H -0.306 3.115 0.420
H -2.475 2.746 -1.015
H -1.061 2.598 -2.133
H -1.932 0.232 -0.681
H -2.002 0.222 -2.524
H 0.173 -0.558 -1.056
H 0.503 0.506 -2.283
H -0.278 -1.853 2.770
H -1.067 -2.701 1.622
O -0.262 -2.625 2.124
H 2.073 -2.601 1.828
H 3.406 -3.486 1.770
O 3.060 -2.614 1.460
*
```

Calculated values
**Highest occupied orbital energy (alpha / beta)**: 0.0242 / -0.2016 hartree

natural (NBO) atomic charge list, values in e, 4 entries:
1 N -0.644
2 C -0.290
3 C -0.415
4 C -0.468



Which is most stable? The ranking, best first, is 2, 1.



1:
A molecular structure, C23H22I2MgN2O2PS. Source: OMol25; level of theory: ωB97M-V with the def2-TZVPD basis set.

ORCA input file:
```
! RIJCOSX wB97M-V def2-TZVPD def2/J DEFGRID3
* xyz 1 1
Mg 0.930 1.682 -0.782
O -0.316 3.264 -0.596
C 0.133 3.242 0.585
O 1.349 2.936 0.780
C -0.828 3.136 1.721
C -1.375 4.212 2.397
C -2.270 3.980 3.433
C -2.618 2.685 3.785
C -2.076 1.611 3.095
C -1.183 1.821 2.051
P -0.442 0.420 1.119
C -1.830 -0.579 0.520
C -3.101 -0.036 0.354
C -4.108 -0.785 -0.239
C -3.857 -2.078 -0.668
C -2.588 -2.623 -0.513
C -1.579 -1.875 0.068
C 0.403 -0.554 2.390
C -0.147 -1.684 2.986
C 0.556 -2.362 3.972
C 1.804 -1.909 4.373
C 2.351 -0.772 3.793
C 1.655 -0.098 2.803
H -1.101 5.221 2.124
H -2.694 4.818 3.969
H -3.311 2.511 4.596
H -2.352 0.600 3.375
H -3.311 0.973 0.684
H -5.091 -0.352 -0.361
H -4.646 -2.662 -1.120
H -2.389 -3.634 -0.842
H -0.589 -2.305 0.182
H -1.123 -2.044 2.682
H 0.125 -3.241 4.431
H 2.349 -2.436 5.144
H 3.317 -0.407 4.115
H 2.071 0.805 2.369
C 0.940 -2.299 -4.201
N 1.684 -1.073 -4.391
C 2.940 -1.061 -5.141
C 3.291 0.431 -5.175
N 2.470 0.951 -4.077
C 1.486 0.078 -3.770
S 0.153 0.423 -2.756
H 1.610 -3.071 -3.817
H 0.525 -2.630 -5.152
H 0.136 -2.126 -3.490
H 2.799 -1.491 -6.133
H 3.684 -1.655 -4.603
H 3.001 0.895 -6.120
H 4.348 0.615 -4.996
H 2.251 1.932 -4.018
I 3.743 0.542 -0.433
I 2.825 -1.943 -0.500
*
```

Calculated values
**Highest occupied orbital energy**: -0.4115 hartree

natural (NBO) atomic charge list, values in e, 4 entries:
1 Mg 1.629
2 O -0.787
3 C 0.733
4 O -0.810



2:
A molecular structure, C23H22I2MgN2O2PS. Source: OMol25; level of theory: ωB97M-V with the def2-TZVPD basis set.

ORCA input file:
```
! RIJCOSX wB97M-V def2-TZVPD def2/J DEFGRID3
* xyz 1 1
Mg -0.634 1.745 1.550
O -1.951 1.673 -0.029
C -2.333 0.632 0.600
O -2.301 0.607 1.858
C -2.424 -0.656 -0.151
C -3.535 -1.098 -0.850
C -3.458 -2.283 -1.566
C -2.270 -3.001 -1.605
C -1.157 -2.546 -0.916
C -1.225 -1.379 -0.155
P 0.216 -0.716 0.761
C 1.578 -0.970 -0.411
C 1.351 -0.715 -1.766
C 2.392 -0.799 -2.678
C 3.672 -1.130 -2.246
C 3.898 -1.393 -0.905
C 2.856 -1.316 0.012
C 0.523 -1.841 2.152
C 0.556 -3.229 2.019
C 0.796 -4.029 3.123
C 1.013 -3.453 4.369
C 0.989 -2.075 4.510
C 0.745 -1.274 3.404
H -4.450 -0.522 -0.836
H -4.325 -2.638 -2.106
H -2.205 -3.914 -2.181
H -0.226 -3.095 -0.988
H 0.347 -0.485 -2.108
H 2.203 -0.631 -3.732
H 4.483 -1.202 -2.957
H 4.889 -1.662 -0.566
H 3.044 -1.525 1.058
H 0.388 -3.689 1.054
H 0.815 -5.105 3.014
H 1.201 -4.082 5.229
H 1.160 -1.621 5.478
H 0.737 -0.196 3.519
C -1.445 4.847 -0.372
N -0.634 4.002 -1.220
C -0.972 3.779 -2.625
C 0.127 2.809 -3.107
N 0.945 2.658 -1.907
C 0.435 3.317 -0.866
S 1.132 3.243 0.699
H -1.536 5.836 -0.821
H -0.965 4.926 0.600
H -2.434 4.406 -0.253
H -0.962 4.727 -3.164
H -1.969 3.343 -2.696
H 0.710 3.217 -3.931
H -0.289 1.849 -3.413
H 1.698 1.998 -1.790
I 0.082 2.997 4.039
I -1.280 1.655 5.869
*
```

Calculated values
**Highest occupied orbital energy**: -0.4212 hartree

natural (NBO) atomic charge list, values in e, 4 entries:
1 Mg 1.627
2 O -0.824
3 C 0.755
4 O -0.781



Which is most stable? The ranking, best first, is 2, 1.



1:
A molecular structure, C3H8N2S2. Source: OMol25; level of theory: ωB97M-V with the def2-TZVPD basis set.

ORCA input file:
```
! RIJCOSX wB97M-V def2-TZVPD def2/J DEFGRID3
* xyz 0 1
C -1.488 0.195 -1.609
C 0.202 0.238 0.502
C 1.559 -0.066 1.167
N -1.727 -0.551 -0.464
N -0.553 -0.882 0.233
S 0.519 1.157 -1.134
S -0.613 1.228 1.729
H -1.070 -0.227 -2.518
H -2.236 0.991 -1.715
H 1.376 -1.040 1.676
H 1.913 0.716 1.823
H 2.284 -0.280 0.464
H -2.324 -0.120 0.301
H -0.027 -1.676 -0.064
H -1.868 1.010 1.351
*
```

Calculated values
**Highest occupied orbital energy**: -0.3025 hartree

natural (NBO) atomic charge list, values in e, 4 entries:
1 C -0.158
2 C -0.099
3 C -0.627
4 N -0.447



2:
A single C3H8N2S2 molecule. Source: OMol25; level of theory: ωB97M-V with the def2-TZVPD basis set.

ORCA input file:
```
! RIJCOSX wB97M-V def2-TZVPD def2/J DEFGRID3
* xyz 0 1
C 1.822 -1.313 0.263
S 0.251 -1.234 -0.596
C -0.489 0.281 -0.002
C -1.915 0.292 0.590
S -3.212 -0.253 -0.456
N 0.045 1.432 -0.009
N 1.229 1.696 -0.595
H 1.784 -1.558 1.364
H 2.399 -0.418 0.120
H 2.326 -2.131 -0.246
H -1.795 -0.401 1.399
H -2.161 1.301 0.921
H -3.026 -1.581 -0.544
H 1.284 1.213 -1.487
H 1.459 2.676 -0.723
*
```

Calculated values
**Structure (SMILES)**: CS/C(CS)=N\N
**Highest occupied orbital energy**: -0.3132 hartree

natural (NBO) atomic charge list, values in e, 4 entries:
1 C -0.752
2 S 0.183
3 C 0.039
4 C -0.581



Which is most stable? The ranking, best first, is 2, 1.